# 1
80
Properties=species:S:1:pos:R:3:forces:R:3:mulliken_charge:R:1 method="wB97M-V/def2-TZVPD" charge=0 smiles=COCCCCCCCCCCCCCOC[C@H](CCCCN)O[C@@H](S)C[C@@H](C)Cl de_lowest_kcal_mol=1.6 spin_multiplicity=1 gap_ev=9.58 lumo_ev=0.550 fmax_ha_per_bohr=0.0102
Cl -1.3953 -0.9189 -4.3273 0.17 0.06 0.03 -0.212
S -1.7927 -3.5993 -1.6889 0.04 0.08 0.09 -0.202
O 2.6178 3.1574 3.8657 0.17 -0.19 0.35 -0.453
O -3.6883 -2.0324 -0.6361 -0.03 -0.39 0.25 -0.468
O -1.8069 -1.3252 2.2532 -0.21 0.22 -0.29 -0.380
N -2.6827 1.3218 -1.6781 -0.08 0.00 0.25 -0.426
C 1.2673 3.0886 3.4993 -0.32 0.06 -0.17 -0.446
C -3.9989 1.8164 -1.2515 -0.17 0.11 -0.09 -0.467
C 3.9894 2.8650 0.4385 -0.14 -0.14 -0.03 -0.093
C 5.2800 2.0904 0.1820 0.04 -0.21 0.12 -0.499
C 3.9931 3.4802 1.8485 0.01 0.14 -0.08 -0.952
C -4.9737 -0.4675 0.5798 -0.08 -0.11 0.14 -1.642
C 3.9587 -0.6389 -1.3786 -0.06 0.02 0.02 -0.843
C 2.5369 -2.0844 0.1980 0.06 0.02 -0.12 -0.605
C 0.4057 -2.0723 2.7972 0.00 -0.17 -0.02 -1.073
C 4.3268 0.7524 -1.9280 0.00 -0.04 0.12 -0.746
C -5.0234 1.0045 1.0060 -0.16 -0.03 0.17 -0.731
C -3.5876 -1.8640 -2.9749 -0.18 0.03 -0.08 -0.763
C -4.0786 1.9647 0.2793 0.07 0.17 -0.01 -0.918
C 1.7979 -1.4498 2.5867 -0.10 0.07 -0.13 -0.057
C -3.0715 -1.7155 1.7477 -0.14 -0.29 0.26 -1.390
C -2.8730 -1.9522 -4.3192 -0.14 -0.22 0.03 0.233
C 3.5022 2.5351 2.9593 0.14 -0.20 -0.19 0.667
C -3.7695 -1.5271 -5.4811 0.00 -0.17 0.03 -1.365
C -3.5700 -1.0838 0.4300 0.25 0.46 -0.02 1.641
C 2.9319 -0.6532 -0.2369 0.06 0.02 -0.10 0.602
C -0.6640 -1.9480 1.6833 0.27 -0.03 0.05 0.312
C 5.4934 1.4537 -1.2041 0.12 -0.11 -0.06 -0.943
C -2.7713 -2.0359 -1.6928 0.11 0.37 -0.10 0.404
C 2.7374 -2.2835 1.6994 0.08 -0.08 0.13 -1.022
H 5.0153 3.8016 2.0909 -0.21 0.10 -0.08 0.289
H 1.7016 -0.4314 2.1763 -0.03 -0.19 0.08 -0.196
H 2.2651 -1.3287 3.5738 -0.12 -0.06 -0.16 0.375
H 5.9161 2.2150 -1.8724 -0.18 -0.06 0.05 0.357
H -3.0696 1.8598 0.6941 -0.04 0.00 -0.04 0.460
H 1.0358 2.1281 3.0118 -0.01 0.15 0.10 0.069
H -4.7844 -1.9042 -5.3125 0.12 0.03 -0.06 0.337
H 6.1129 2.7878 0.3598 -0.08 -0.24 -0.01 0.494
H 1.4996 -2.3159 -0.0804 0.19 0.08 0.00 0.099
H 2.0498 -0.0978 -0.5842 0.09 -0.01 0.17 0.295
H 4.8856 -1.1364 -1.0512 -0.22 -0.03 -0.07 0.266
H -1.9613 1.7522 -1.1149 0.09 0.11 -0.01 0.167
H -2.0554 -1.2163 -1.5763 -0.07 -0.12 -0.15 0.155
H 3.8489 3.6460 -0.3198 0.11 -0.08 0.08 0.408
H -4.2472 2.7777 -1.7257 0.03 -0.14 0.09 0.458
H -4.3962 2.9856 0.5287 0.12 -0.18 -0.04 0.364
H 4.3360 2.1631 3.5659 -0.10 0.07 -0.14 0.349
H -5.5053 -0.6074 -0.3695 0.22 0.07 0.14 0.400
H 3.4286 1.3825 -1.9487 0.10 0.02 0.02 0.320
H -2.7426 -4.2604 -1.0170 -0.03 -0.10 -0.07 0.135
H -3.1035 -2.8103 1.6307 -0.05 0.11 0.02 0.460
H 3.3306 -0.1184 0.6405 -0.09 -0.03 -0.27 -0.571
H -6.0580 1.3507 0.8658 0.18 -0.10 0.06 0.403
H -2.8458 -0.3095 0.1475 -0.13 -0.14 -0.09 0.039
H -5.5385 -1.0437 1.3293 0.06 0.03 -0.25 0.493
H 3.3675 4.3822 1.8743 0.05 -0.21 0.02 0.358
H -4.8264 1.0844 2.0842 -0.01 0.01 -0.16 0.334
H 3.1286 2.1831 0.3464 0.12 0.22 -0.03 0.032
H 3.5333 -1.2484 -2.1893 0.17 0.10 0.10 0.427
H -3.7616 -1.4346 2.5515 0.03 -0.08 -0.13 0.371
H -2.4840 1.5618 -2.6383 -0.02 -0.08 -0.17 0.239
H 0.9956 3.9064 2.8168 -0.04 -0.12 0.00 0.249
H 3.7845 -2.0279 1.9266 -0.21 -0.04 0.01 0.369
H 3.1590 -2.8094 -0.3489 -0.11 0.14 0.15 0.472
H -0.0496 -1.6427 3.6980 0.06 -0.03 -0.19 0.378
H 3.0067 1.6570 2.5062 0.10 0.13 0.11 -0.586
H -2.5011 -2.9683 -4.4778 -0.03 0.18 0.10 0.395
H 0.6619 3.1732 4.4070 0.11 0.04 -0.14 0.267
H 4.6355 0.6366 -2.9762 -0.06 0.01 0.20 0.387
H -4.7569 1.0973 -1.5871 0.07 0.12 -0.02 0.175
H -0.3007 -1.3633 0.8201 -0.06 -0.08 0.19 -0.016
H 5.3707 1.3100 0.9545 -0.05 0.13 -0.09 0.218
H -0.9517 -2.9404 1.3115 0.09 0.12 -0.05 0.255
H 2.6157 -3.3440 1.9630 0.03 0.15 -0.04 0.524
H -3.8090 -0.4377 -5.5618 -0.06 -0.13 0.07 0.352
H -4.3584 -2.6513 -2.9642 0.12 0.21 -0.05 0.395
H -4.1034 -0.8941 -2.9066 0.13 -0.16 0.04 -0.034
H 0.5587 -3.1408 3.0085 -0.08 0.19 0.06 0.202
H -3.4056 -1.9317 -6.4321 -0.02 0.14 0.20 0.370
H 6.2814 0.6938 -1.0855 -0.03 0.23 -0.10 0.278

=====

# 2
92
Properties=species:S:1:pos:R:3:forces:R:3:mulliken_charge:R:1 method="wB97M-V/def2-TZVPD" charge=0 smiles="CCOC(=O)C(F)(F)F.CCOC(=O)C(F)(F)F.COCCOC.COCCOC.COCCOC.COCCOC" de_lowest_kcal_mol=0.0 spin_multiplicity=1 gap_ev=10.17 lumo_ev=0.731 fmax_ha_per_bohr=0.0383
F -5.9362 0.8306 1.3016 -0.24 -0.06 0.07 -0.262
F -4.6445 2.2502 0.2801 -0.35 -0.19 -0.23 -0.275
F 3.1438 -2.3840 0.6242 -0.27 0.15 -0.04 -0.293
F -4.3270 0.1213 0.0561 0.00 -0.31 -0.13 -0.081
F 3.2643 -0.3629 1.4009 -0.12 -0.30 -0.20 -0.211
F 1.7959 -0.8252 -0.1369 0.71 -0.19 -0.12 -0.160
O 8.1147 2.5725 -0.8282 -0.18 0.14 -0.15 -0.288
O 2.5076 4.8171 1.5124 0.37 -0.37 -0.43 -0.284
O -2.9922 2.2005 2.2019 -1.62 0.67 -0.54 -0.294
O 0.1991 -1.8488 1.4374 0.73 -0.61 -0.25 -0.102
O 0.4119 2.8673 1.6286 0.23 0.21 0.76 -0.360
O -3.4909 0.1122 2.7399 -0.78 -0.62 0.25 -0.566
O -4.5875 -4.0579 -0.7002 -0.04 0.36 -0.14 -0.118
O -1.4859 0.5600 -2.7555 0.39 -0.53 0.08 -0.457
O 5.5455 2.0996 0.5986 0.22 0.03 0.03 -0.209
O -2.7125 -1.0629 -4.6017 -0.35 0.00 0.36 -0.349
O -3.3167 -5.1586 -2.9928 -0.21 0.30 -0.65 -0.118
O 1.5512 -1.4603 3.1897 0.29 -0.18 0.77 -0.554
C 6.3415 3.2715 0.6240 0.09 0.19 0.01 -0.412
C -3.7227 1.0977 2.0998 1.93 -0.37 0.16 0.371
C 2.4258 -1.3046 0.9505 -0.10 0.56 0.10 1.015
C -2.0098 -2.5758 1.2363 0.30 -0.34 -0.18 -0.264
C -2.1479 -5.8309 -3.3939 -0.11 -0.04 0.09 -0.849
C 7.8380 3.0281 0.4725 -0.35 -0.86 0.48 -0.659
C -0.9410 -2.1818 2.2433 -0.86 0.65 -0.26 -0.375
C -2.1021 2.2941 3.3122 0.55 -0.54 1.21 0.155
C -5.2033 -5.0048 -1.5236 -0.03 -0.85 -0.40 -0.608
C 9.4594 2.3172 -1.0972 0.80 0.02 -0.28 -0.787
C -2.5973 -0.2091 -2.3532 -0.25 0.16 -0.09 0.849
C 2.4864 3.8535 2.5416 -1.01 0.99 0.72 -0.723
C 3.3161 5.9423 1.7456 -0.66 0.29 -0.18 -0.669
C -5.4880 -3.0862 -0.2110 0.26 -0.20 0.35 -0.549
C -2.7940 2.3794 4.6776 -0.80 0.03 -0.59 -1.341
C -3.1419 -2.0370 -5.5237 0.51 0.49 -0.53 -0.666
C -4.6922 1.0684 0.9058 0.37 1.21 0.31 0.834
C 1.7486 2.6422 2.0326 0.61 -0.15 -0.89 -0.050
C -2.9793 -1.3910 -3.2569 0.17 0.03 -0.08 -0.522
C -4.1186 -5.8944 -2.1169 0.20 0.13 0.79 -0.619
C 1.3561 -1.5865 2.0259 -0.67 0.24 -0.40 0.181
C -0.2755 -0.0738 -2.3730 -0.02 0.33 0.27 -0.418
C 5.3690 1.4892 -0.6644 -0.29 0.21 -0.53 -0.563
C -0.0143 1.8835 0.7166 0.32 0.96 -0.85 -0.742
H 10.1105 3.1769 -0.8924 -0.16 0.11 0.17 0.306
H 6.2406 0.9416 -1.0113 0.17 -0.13 0.18 0.306
H 0.5983 1.9323 -0.1952 0.19 -0.13 0.11 0.588
H -2.4924 -2.3325 -2.9781 0.25 0.03 0.00 0.209
H -1.2066 -1.2769 2.7921 -0.10 -0.13 0.15 0.092
H -5.8324 -4.5516 -2.2999 0.25 0.23 -0.13 0.365
H -0.1852 -1.0864 -2.7720 0.01 -0.01 -0.13 0.293
H 2.2886 2.3801 1.1112 0.23 -0.39 0.24 0.021
H -2.4886 -2.9156 -5.5145 -0.11 -0.13 0.16 0.196
H 0.5697 0.5355 -2.6903 -0.13 0.00 -0.32 0.371
H 1.8207 1.8251 2.7583 -0.03 -0.08 0.00 0.297
H -4.5302 -6.7949 -2.5938 -0.13 0.15 -0.06 0.383
H 4.3731 5.7491 1.5500 0.10 -0.09 0.31 0.130
H 8.0478 2.2566 1.2294 0.30 -0.19 -0.20 0.306
H -5.8815 -5.6632 -0.9594 0.04 0.07 0.21 0.354
H 0.0597 0.8618 1.0964 -0.42 -0.03 0.21 0.011
H 6.2008 3.6831 1.6256 -0.08 0.10 -0.03 0.228
H -4.0508 -1.5711 -3.1078 -0.12 -0.03 0.00 0.410
H 3.4684 3.5707 2.9371 0.20 -0.16 -0.49 0.351
H -1.4875 3.1648 3.1136 0.07 -0.15 -0.15 0.515
H -0.9920 2.2227 0.3814 -0.33 -0.60 0.26 0.390
H 5.9763 4.0030 -0.1055 0.01 -0.04 -0.12 0.346
H -3.4946 -6.2234 -1.2679 -0.13 -0.13 -0.05 0.325
H -3.0080 -2.6049 1.6668 0.10 -0.13 0.17 0.304
H -3.4350 0.4901 -2.3111 0.07 -0.04 -0.07 0.223
H -1.5067 1.3791 3.3201 0.28 0.20 -0.17 -0.082
H 9.8783 1.4591 -0.5588 -0.26 -0.03 0.21 0.314
H -1.7341 -3.5479 0.8228 -0.31 -0.11 0.08 0.446
H -2.3478 -6.8374 -3.7781 -0.13 -0.06 0.10 0.370
H -4.1871 -2.3407 -5.4205 -0.02 0.04 0.27 0.294
H 5.1334 2.2150 -1.4516 0.06 0.24 0.14 0.335
H -3.2335 3.3599 4.8604 0.14 0.08 -0.02 0.348
H 4.5072 0.8250 -0.6123 0.09 -0.07 0.29 0.017
H -6.2381 -3.5702 0.4238 -0.16 0.14 -0.03 0.389
H 3.1251 6.3566 2.7416 0.35 -0.11 0.15 0.338
H -1.7077 -5.2634 -4.2091 0.13 0.14 0.09 0.177
H -2.4300 -0.6039 -1.3423 -0.10 0.07 -0.01 -0.735
H -1.4593 -5.9005 -2.5463 0.18 -0.07 -0.09 0.332
H -3.0170 -1.5379 -6.4871 -0.13 -0.28 -0.10 0.284
H -2.1286 2.1211 5.4977 0.22 0.08 -0.13 0.371
H 8.4661 3.8807 0.7517 -0.24 0.34 -0.20 0.480
H -2.0405 -1.9141 0.3698 0.08 0.30 0.25 -0.420
H 9.5713 2.1090 -2.1617 -0.24 -0.04 0.01 0.247
H -3.6157 1.6610 4.6967 0.08 -0.04 0.14 0.345
H -4.8988 -2.4025 0.3967 -0.09 0.03 0.01 -0.143
H 2.9767 6.7043 1.0419 0.12 -0.04 -0.07 0.250
H -0.2042 -0.1189 -1.2813 -0.16 -0.19 0.06 -0.030
H -5.9771 -2.5126 -1.0038 -0.01 -0.12 -0.13 0.334
H 1.9830 4.3356 3.3979 -0.16 -0.31 0.06 0.409
H -0.7384 -2.9917 2.9425 0.30 0.08 -0.02 0.402